No. 1
{"formula": "C29H46BF2N5P2Pd", "method": "wB97M-V/def2-TZVPD", "elements": ["C", "H", "H", "C", "H", "H", "B", "H", "H", "H", "C", "C", "H", "C", "H", "H", "H", "H", "H", "H", "H", "H", "C", "H", "C", "P", "C", "H", "C", "C", "C", "N", "F", "H", "C", "H", "H", "C", "N", "C", "H", "H", "Pd", "H", "H", "H", "H", "C", "H", "P", "C", "C", "C", "C", "H", "C", "C", "H", "C", "C", "H", "H", "C", "H", "C", "H", "H", "C", "H", "H", "H", "F", "C", "H", "C", "H", "H", "C", "N", "H", "H", "H", "N", "H", "H", "N"], "xyz": [[2.04866, 0.20664, -4.12420], [-0.11539, -1.22874, 2.23087], [0.23637, -3.96031, 0.04860], [-5.78395, 0.02304, 1.37715], [-1.86361, 1.62952, -4.69537], [-2.96940, -3.66858, -2.78344], [2.61952, 1.50044, -1.40820], [-1.15345, -0.62890, -5.13469], [4.86829, -0.96444, 2.16391], [-5.21507, 3.18137, 2.71371], [-2.46995, 1.33742, -3.83770], [-2.11838, -3.23317, -2.27780], [5.43364, 0.92933, 2.44930], [1.43777, -0.11550, 3.24659], [0.38469, -0.65806, -5.98515], [-5.66814, -1.00932, 1.71383], [2.38332, 0.12386, -5.16031], [-6.82894, 0.16590, 1.10277], [4.30947, 3.59433, 1.62339], [-0.40881, -0.96741, 3.96007], [3.22067, -1.00169, 4.18583], [4.46518, 0.67061, 3.90631], [-1.68427, 1.42769, -2.52664], [2.98074, 3.05169, 0.59143], [-0.07839, -0.72464, -4.99838], [2.24050, 0.44805, 1.65462], [-5.46171, 2.45718, 1.93665], [2.75743, 2.27945, 2.96610], [4.84493, -2.72835, 0.99151], [-1.31413, 2.89400, -2.28406], [-1.38621, -3.95968, -1.34205], [-2.92512, 0.83700, 2.02478], [2.74124, 2.74129, -1.91361], [-2.89405, 0.35632, -4.03878], [2.18935, -1.25018, 3.94233], [-2.32795, 1.08687, -1.71804], [1.47322, 0.77345, 3.88645], [-1.72117, -1.93697, -2.56054], [-2.21373, 1.97056, 1.89772], [3.83225, 2.71659, 1.18141], [2.37899, -0.68972, -3.59524], [4.51270, -4.41531, -0.29891], [1.05353, 0.88643, -0.49011], [-2.86174, -1.02468, 0.96797], [0.11801, -1.72185, -4.60368], [-6.05126, 0.91770, 3.30001], [2.20699, -2.14482, 3.32027], [0.09889, -2.06381, -0.94059], [-3.93794, -0.30104, 3.41227], [-0.14928, 0.38736, -2.35730], [-5.36995, 1.02467, 2.44930], [-0.63212, -1.33232, -1.93424], [3.04605, -1.09222, 1.05261], [4.10140, -3.49377, 0.09679], [-0.72749, 3.02697, -1.37628], [3.42782, 1.74200, 2.28221], [0.52862, 0.34930, -4.09292], [-0.73088, 3.28839, -3.12073], [4.66802, 1.36266, 3.09013], [2.84196, -3.09982, -0.29869], [4.56140, 2.26013, 0.50727], [-2.22458, 3.49334, -2.20808], [4.29637, -1.54370, 1.45777], [-3.71721, 1.40534, 3.81525], [2.25590, -1.90376, 0.17573], [-4.77644, 2.62265, 1.10314], [-6.47016, 2.66965, 1.58154], [-0.30690, -3.39526, -0.69857], [-5.19523, 0.15149, 0.46570], [5.82807, -3.04322, 1.31299], [-2.28278, -1.38849, -3.30329], [3.69966, 0.72575, -1.52596], [-3.98615, 0.71452, 3.01756], [-3.30508, 2.04045, -3.78817], [-2.48075, -0.02811, 1.11502], [2.28889, -3.70290, -1.00694], [1.67349, -1.49059, 4.87524], [-0.01738, -0.51044, 3.04744], [-1.39110, 1.77634, 0.93907], [-0.61382, 0.36798, 2.82098], [0.26905, 1.33556, -4.49358], [5.09555, 2.26731, 3.52847], [-1.52529, 0.53834, 0.41395], [-1.67198, -4.97795, -1.10460], [2.55239, 1.07062, -3.69742], [1.05635, -1.42785, -0.21977]], "mulliken_charge": [-1.463, -0.020, 0.578, -1.383, 0.280, 0.459, 0.130, 0.288, 0.165, 0.360, -1.604, -1.118, 0.425, 0.434, 0.519, 0.360, 0.548, 0.427, 0.573, 0.540, 0.250, 0.287, 1.175, 0.213, -1.657, 0.943, -1.372, 0.264, -1.073, -1.690, -0.836, 1.018, -0.116, 0.362, -1.544, -0.142, 0.628, -0.430, -0.934, -1.701, 0.272, 0.376, -1.032, 0.536, 0.305, 0.307, 0.254, -1.052, 0.455, 1.282, 0.831, 0.352, 1.129, -0.771, 0.203, 0.820, 1.000, 0.372, -1.755, -0.885, 0.335, 0.470, -0.661, 0.396, -0.444, 0.216, 0.428, -0.285, 0.227, 0.420, 0.122, -0.175, -1.444, 0.497, -1.114, 0.526, 0.505, -0.973, 0.057, 0.230, 0.447, 0.454, 0.412, 0.382, 0.239, 1.592], "e_tot_ha": -2441.69344, "lumo_ha": 0.0150, "mol_weight_g_mol": 681.898}



No. 2
{"formula": "C6H10BNS", "method": "wB97M-V/def2-TZVPD", "elements": ["H", "H", "H", "H", "C", "H", "C", "H", "H", "C", "B", "H", "N", "C", "C", "H", "H", "C", "S"], "xyz": [[1.96492, 0.35425, 0.67905], [-3.33611, -0.95523, 1.70724], [0.42057, 2.27023, -4.23314], [1.99682, -1.91390, -0.31380], [1.18560, -1.62914, 0.41170], [-2.71436, -0.01782, 2.90745], [-1.27398, -1.04677, 1.88927], [-1.39075, -3.22575, 1.31154], [2.23673, 1.82474, -3.69047], [-2.67557, -0.94748, 2.48452], [-0.14528, -0.13996, 1.66629], [1.85590, 3.60920, -1.54136], [0.36187, -2.59771, 0.71083], [-0.79393, -2.30296, 1.30642], [1.38540, 2.65841, -3.62082], [-2.74041, -1.87126, 3.22683], [1.71944, 3.50757, -4.04386], [1.11113, -0.37363, 1.02558], [0.83200, 2.79721, -1.88325]], "mulliken_charge": [0.238, 0.352, 0.220, 0.313, -0.188, 0.376, 0.410, 0.346, 0.230, -1.354, 0.002, 0.111, -0.587, -0.065, -0.736, 0.294, 0.336, -0.129, -0.168], "e_tot_ha": -712.27802, "smiles": "Cc1bccnc1.CS", "lumo_ha": -0.0220, "mol_weight_g_mol": 139.032}



No. 3
{"formula": "C7H13N3O4", "method": "wB97M-V/def2-TZVPD", "elements": ["H", "H", "C", "H", "C", "O", "O", "N", "H", "C", "H", "H", "C", "O", "C", "H", "C", "H", "N", "H", "H", "H", "H", "N", "C", "H", "O"], "xyz": [[1.00040, 0.65833, -4.20189], [0.07086, -2.31294, 2.83956], [0.01611, 1.54715, -1.92022], [0.81719, -0.58181, 0.73128], [-1.25650, -0.13746, -0.60173], [1.89946, 0.10795, -1.16810], [-2.26740, -0.95855, 1.40291], [1.69055, 0.35555, -3.43466], [2.37819, -0.34516, -3.61787], [-1.23272, -0.77654, 0.77294], [-3.17062, 0.41405, -0.70373], [-0.88159, -0.89462, 3.15788], [0.07937, -1.23692, 2.68095], [2.22397, -0.40215, 2.66934], [-0.64070, 1.26499, -0.55783], [0.30579, 2.57648, -1.92925], [1.28434, 0.63212, -2.11374], [-2.93866, -1.06584, -1.31267], [0.00802, -0.91622, 1.29727], [3.06246, -0.05825, 3.10211], [-0.55526, -0.71841, -1.17513], [-1.35590, 2.03217, -0.38868], [-0.80256, 1.27466, -2.64216], [-2.53002, -0.12317, -1.29691], [1.25633, -0.78235, 3.51943], [0.17928, 1.28526, 0.16306], [1.35961, -0.83832, 4.72781]], "mulliken_charge": [0.238, 0.251, -0.738, 0.316, 0.184, -0.627, -0.701, -0.466, 0.246, 0.160, 0.297, 0.402, -0.455, -0.435, -0.862, 0.429, 0.535, 0.318, -0.114, 0.348, 0.405, 0.515, 0.384, -0.669, 0.360, 0.257, -0.578], "e_tot_ha": -739.81176, "smiles": "NC(=O)CC[C@H](N)C(=O)NCC(=O)O", "lumo_ha": 0.0228, "mol_weight_g_mol": 203.198}



No. 4
{"formula": "C34H34CoN6O3Te", "method": "wB97M-V/def2-TZVPD", "elements": ["H", "C", "H", "C", "H", "H", "C", "C", "H", "H", "C", "H", "H", "H", "N", "H", "H", "C", "H", "H", "Co", "H", "C", "C", "C", "C", "H", "O", "C", "N", "H", "C", "C", "H", "H", "C", "H", "N", "O", "C", "H", "C", "H", "C", "C", "H", "C", "H", "N", "H", "C", "O", "C", "C", "C", "C", "H", "C", "H", "C", "H", "H", "H", "C", "H", "H", "C", "N", "C", "C", "N", "H", "Te", "H", "C", "C", "C", "H", "C"], "xyz": [[0.61253, -0.28057, 7.02505], [-2.70221, 4.86240, 0.32506], [-3.95091, -0.41601, -0.57384], [2.81426, -0.61916, -4.43516], [0.98801, 0.62465, -3.33459], [7.65174, 0.04876, -0.64804], [0.31382, 2.19867, 3.22268], [0.00524, -2.66042, 0.60013], [2.63511, -3.71942, -3.08389], [-2.38184, 0.11558, -2.41677], [2.70406, -3.29170, -5.18484], [0.45996, -1.31296, 4.71918], [-4.41885, 5.88984, -0.50873], [-3.82285, 6.57641, 1.00060], [0.26597, -1.41515, 0.98138], [2.90428, -0.19283, -6.53401], [0.33198, 3.19096, 2.78724], [-1.01889, 3.24712, -0.36376], [5.64939, -1.39506, -0.56807], [-2.93675, 6.84543, -0.50432], [0.54149, 0.20798, -0.22714], [2.68308, -4.33676, -5.47081], [2.77393, -2.30455, -6.15936], [2.83471, -0.96829, -5.78072], [0.70252, 0.76788, 5.13651], [4.25114, 1.39522, -1.89216], [7.47954, 2.36113, -1.51616], [2.18008, 1.35384, 0.54421], [0.01905, -0.12593, 2.99332], [0.08844, 1.56912, -1.69694], [2.89859, 0.42782, -4.16331], [-2.89386, -0.67812, -0.48537], [5.37884, 2.20686, -1.93582], [0.31692, -3.00618, -0.37191], [2.20229, 0.37832, 6.64192], [6.70042, 0.42645, -1.00466], [-2.37994, 0.10338, 0.08097], [-0.25099, -1.28923, 2.21475], [3.25784, -0.35327, 1.05780], [-0.06998, 1.12700, 2.40042], [3.29309, 1.79571, -2.19207], [-0.83600, -2.43399, 2.61542], [-2.77898, -1.61099, -2.42524], [1.12704, 0.56910, 6.57308], [4.35429, 0.09258, -1.42146], [2.78578, -2.57466, -7.20829], [-1.78950, 4.39076, -0.59240], [-1.03246, -4.37418, 1.58648], [3.06954, 0.84682, 1.29219], [1.45742, 3.16635, -4.22959], [-2.86985, 4.10001, 1.48216], [-0.89059, -1.14737, -1.69072], [6.60396, 1.72348, -1.49391], [5.57791, -0.38985, -0.96602], [-3.51179, 6.11137, 0.06354], [0.72530, 1.56052, -2.86673], [0.96041, 2.90124, 5.13060], [2.72906, -1.60033, -3.44990], [0.39158, 4.74032, -2.25431], [0.67094, 2.03151, 4.54509], [0.91218, 1.45535, 7.17150], [-2.32525, 2.36492, 2.58397], [-1.67860, 4.91928, -1.53385], [-2.28544, -0.81930, -1.85980], [-3.60591, 4.40411, 2.22176], [-1.31748, -2.50746, 3.57749], [2.68115, -2.94034, -3.83911], [-0.45043, 1.31609, 1.06666], [0.39194, -0.30364, 4.32384], [-0.69006, -3.35168, 1.59860], [-0.10507, 2.86753, -1.39848], [-2.80893, -1.61715, 0.06989], [2.70850, -1.22244, -1.33332], [-0.46124, -1.17478, -2.55322], [-1.15329, 2.48109, 0.79648], [0.96055, 2.85904, -3.32188], [0.42120, 3.66555, -2.34314], [5.29298, 3.22320, -2.30320], [-2.14193, 2.94967, 1.69184]], "mulliken_charge": [0.373, 0.182, 0.466, 0.092, 0.522, 0.382, -0.164, -0.236, 0.354, 0.273, -0.655, 0.524, 0.282, 0.391, 0.810, 0.397, 0.543, -0.033, 0.404, 0.369, -0.281, 0.387, -0.464, -0.768, 0.397, 0.247, 0.381, -0.228, 0.043, 0.895, 0.395, -0.938, -0.832, 0.448, 0.282, -0.597, 0.045, -0.232, -0.356, -0.559, 0.239, -0.142, 0.418, -1.581, 0.105, 0.383, -0.337, 0.424, -0.006, 0.491, -0.987, -0.250, -0.473, -0.442, -1.599, -0.717, 0.369, 0.194, 0.564, -0.962, 0.391, 0.569, 0.541, -0.344, 0.380, 0.534, -0.537, 1.743, -0.324, -1.485, 0.011, 0.190, 0.429, 0.147, -0.568, -1.133, -0.237, 0.423, 0.039], "e_tot_ha": -3520.95052, "lumo_ha": [0.0150, 0.0163], "multiplicity": 2, "mol_weight_g_mol": 761.218, "s2": 1.004}